Entry 1:
Entry from the OMol25 dataset: a molecular structure, C43H77CrN10O in a non-equilibrium geometry (ωB97M-V with the def2-TZVPD basis set).

Its expectation value of S² is 3.8321. The multiplicity is 4. The value obtained for the highest occupied orbital energy (spin up / spin down) is -14.40 / -14.40 eV. The calculation puts the energy relative to the best compared isomer or geometry (same formula, charge and spin) at 0.000 eV. The LUMO energy (spin up / spin down) is -10.85 / -10.35 eV. As for the net charge: +2. Its maximum force is 7.02 eV Å⁻¹.

Last column: Löwdin spin population.
Cartesian coordinates (Å):
Cr: -1.719 -2.257 -3.276  2.61
C: -1.175 -0.332 0.528  0.01
C: -0.853 -0.098 -0.959  0.04
C: 0.469 0.624 -1.164  0.01
O: -1.019 -1.187 -1.784  0.29
H: -1.281 0.590 1.097  0.00
H: -0.438 -0.976 1.010  0.00
H: -2.129 -0.851 0.653  0.00
H: -1.628 0.630 -1.260  0.03
H: 0.526 1.623 -0.737  0.00
H: 0.682 0.757 -2.232  0.00
H: 1.332 0.014 -0.888  0.00
C: -3.596 -3.236 1.297  0.00
C: -2.524 -3.966 0.461  0.00
C: -1.803 -5.014 1.266  0.00
C: -2.673 -6.036 1.873  0.00
N: -3.378 -6.811 2.339  0.00
H: -4.232 -3.985 1.769  0.00
H: -4.272 -2.642 0.683  0.00
H: -3.062 -2.625 2.024  0.00
H: -1.814 -3.258 0.027  0.00
H: -3.044 -4.456 -0.371  0.00
H: -1.227 -4.600 2.096  0.00
H: -1.147 -5.614 0.629  0.00
C: 0.388 2.461 -4.838  0.00
C: -0.733 2.913 -3.888  0.00
C: -2.106 2.441 -4.373  0.00
C: -2.273 0.984 -4.288  0.01
N: -2.367 -0.153 -4.163  -0.01
H: 0.161 2.704 -5.876  0.00
H: 0.500 1.370 -4.824  0.00
H: 1.367 2.821 -4.527  0.00
H: -0.761 4.002 -3.905  0.00
H: -0.534 2.592 -2.866  0.00
H: -2.320 2.778 -5.388  0.00
H: -2.884 2.872 -3.736  0.00
C: 0.692 -2.125 3.802  0.00
C: 1.684 -3.048 4.506  0.00
C: 3.099 -2.453 4.526  0.00
C: 3.263 -1.208 5.303  0.00
N: 3.354 -0.213 5.869  0.00
H: 0.577 -1.137 4.253  0.00
H: -0.323 -2.534 3.840  0.00
H: 0.921 -1.946 2.748  0.00
H: 1.695 -3.973 3.924  0.00
H: 1.466 -3.387 5.518  0.00
H: 3.436 -2.177 3.526  0.00
H: 3.768 -3.164 5.014  0.00
C: -5.086 0.344 -0.111  0.00
C: -5.897 0.446 -1.389  0.00
C: -5.601 1.667 -2.283  0.00
C: -5.826 2.909 -1.531  0.00
N: -5.972 3.906 -0.982  0.00
H: -5.413 1.103 0.603  0.00
H: -4.015 0.456 -0.296  0.00
H: -5.298 -0.582 0.424  0.00
H: -6.973 0.462 -1.215  0.00
H: -5.744 -0.441 -2.012  0.00
H: -6.281 1.672 -3.135  0.00
H: -4.583 1.639 -2.675  0.00
C: -2.399 3.712 -0.762  0.00
C: -1.186 4.377 -0.086  0.00
C: -0.751 3.806 1.271  0.00
C: -1.707 4.057 2.349  0.00
N: -2.502 4.218 3.160  0.00
H: -2.664 4.241 -1.679  0.00
H: -3.252 3.798 -0.086  0.00
H: -2.308 2.657 -1.039  0.00
H: -1.393 5.443 0.002  0.00
H: -0.363 4.284 -0.801  0.00
H: 0.222 4.215 1.542  0.00
H: -0.670 2.718 1.207  0.00
C: 2.592 -3.708 -6.030  0.00
C: 2.758 -2.306 -6.598  0.00
C: 2.153 -1.159 -5.761  0.00
C: 0.975 -1.503 -4.962  0.02
N: 0.035 -1.779 -4.368  -0.02
H: 3.087 -4.476 -6.618  0.00
H: 1.537 -3.927 -5.858  0.00
H: 3.082 -3.763 -5.054  0.00
H: 2.335 -2.319 -7.606  0.00
H: 3.794 -2.045 -6.812  0.00
H: 1.894 -0.308 -6.394  0.00
H: 2.915 -0.768 -5.082  0.00
C: -2.239 0.596 4.030  0.00
C: -1.864 1.396 5.269  0.00
C: -3.033 1.936 6.077  0.00
C: -3.902 0.881 6.622  0.00
N: -4.549 0.022 7.023  0.00
H: -1.334 0.372 3.464  0.00
H: -2.903 1.235 3.440  0.00
H: -2.747 -0.335 4.287  0.00
H: -1.300 2.254 4.895  0.00
H: -1.179 0.765 5.839  0.00
H: -3.634 2.553 5.407  0.00
H: -2.692 2.532 6.923  0.00
C: 3.762 -3.274 1.026  0.00
C: 2.438 -3.899 0.619  0.00
C: 1.667 -3.028 -0.385  0.00
C: 2.408 -2.775 -1.623  0.00
N: 2.999 -2.613 -2.596  0.00
H: 3.671 -2.199 1.183  0.00
H: 4.505 -3.390 0.236  0.00
H: 4.083 -3.811 1.916  0.00
H: 1.809 -4.028 1.500  0.00
H: 2.533 -4.825 0.050  0.00
H: 1.305 -2.074 0.008  0.00
H: 0.738 -3.543 -0.656  0.00
C: 3.830 1.185 -2.907  0.00
C: 4.026 2.480 -2.116  0.00
C: 4.760 2.295 -0.770  0.00
C: 6.166 1.914 -0.972  0.00
N: 7.261 1.606 -1.115  0.00
H: 4.824 0.860 -3.219  0.00
H: 3.230 1.373 -3.799  0.00
H: 3.370 0.419 -2.281  0.00
H: 3.056 2.944 -1.910  0.00
H: 4.537 3.233 -2.718  0.00
H: 4.237 1.562 -0.155  0.00
H: 4.781 3.224 -0.198  0.00
C: 1.322 1.487 2.905  0.00
C: 2.314 2.562 2.493  0.00
C: 3.716 2.255 3.028  0.00
C: 4.272 0.993 2.558  0.00
N: 4.684 0.012 2.127  0.00
H: 0.291 1.670 2.586  0.00
H: 1.238 1.492 3.994  0.00
H: 1.534 0.514 2.459  0.00
H: 1.964 3.548 2.797  0.00
H: 2.317 2.560 1.397  0.00
H: 3.777 2.318 4.114  0.00
H: 4.394 2.988 2.578  0.00

---

Entry 2:
Entry from the OMol25 dataset: 8 unconnected molecules or ions with the total composition C43H82IN2O22 in a non-equilibrium geometry (ωB97M-V with the def2-TZVPD basis set).

The multiplicity is 1. The value obtained for the highest occupied orbital energy is -11.98 eV. The LUMO energy is -4.09 eV. As for the net charge: +1. Its maximum force is 1.06 eV Å⁻¹.

Last column: Mulliken charge in e.
Cartesian coordinates (Å):
C: -2.634 5.998 -4.241  -1.10
C: -2.199 4.803 -5.108  -0.50
C: -0.771 4.963 -5.613  -0.93
C: 0.309 4.677 -4.564  0.16
C: 1.667 5.105 -5.114  -1.01
C: 2.852 4.870 -4.184  -0.91
C: 3.000 3.393 -3.786  -0.05
C: 4.449 2.990 -3.446  -1.08
C: 4.742 2.689 -1.961  -0.39
C: 5.341 1.293 -1.779  -1.11
C: 4.314 0.200 -2.157  -0.59
C: 3.715 -0.477 -0.919  -1.19
C: 2.938 0.423 -0.007  0.45
C: 3.525 0.782 1.221  -0.56
N: 2.930 1.543 2.129  -1.18
N: 1.723 1.956 1.834  1.18
C: 1.046 2.767 2.867  -0.89
C: 0.449 4.065 2.317  -0.76
C: -1.091 4.032 2.350  -1.14
I: -1.956 5.037 0.685  0.09
C: 1.080 1.694 0.695  -0.44
C: 1.668 0.910 -0.299  0.95
C: 0.907 0.654 -1.566  -1.00
C: 0.250 -0.769 -1.658  0.03
C: 0.761 -1.504 -2.880  -1.41
O: 0.563 -1.513 -0.476  -0.46
H: -1.797 6.425 -3.694  0.29
H: -3.402 5.696 -3.532  0.30
H: -3.074 6.765 -4.873  0.33
H: -2.321 3.867 -4.564  0.31
H: -2.865 4.774 -5.969  0.32
H: -0.638 5.980 -5.987  0.39
H: -0.585 4.298 -6.458  0.42
H: 0.090 5.249 -3.660  0.23
H: 0.311 3.609 -4.348  0.03
H: 1.607 6.157 -5.391  0.43
H: 1.859 4.553 -6.038  0.32
H: 2.725 5.501 -3.302  0.29
H: 3.776 5.178 -4.669  0.45
H: 2.321 3.166 -2.963  -0.03
H: 2.691 2.806 -4.653  0.45
H: 5.141 3.758 -3.782  0.52
H: 4.673 2.096 -4.025  0.44
H: 3.822 2.773 -1.377  0.04
H: 5.443 3.423 -1.565  0.51
H: 5.573 1.158 -0.721  0.38
H: 6.263 1.182 -2.341  0.41
H: 4.839 -0.596 -2.683  0.50
H: 3.552 0.579 -2.833  0.38
H: 4.501 -0.956 -0.341  0.83
H: 3.027 -1.263 -1.233  -0.22
H: 4.516 0.441 1.475  0.62
H: 0.308 2.143 3.368  0.58
H: 1.777 3.018 3.628  0.26
H: 0.746 4.906 2.936  0.38
H: 0.796 4.276 1.309  0.59
H: -1.477 4.437 3.278  0.51
H: -1.462 3.012 2.297  0.40
H: 0.085 2.097 0.571  0.63
H: 0.119 1.406 -1.604  0.85
H: 1.547 0.865 -2.420  -0.26
H: -0.822 -0.613 -1.746  0.60
H: 0.524 -0.903 -3.757  0.39
H: 1.843 -1.607 -2.858  0.25
H: 0.274 -2.472 -2.953  0.41
H: -0.244 -1.597 0.039  0.33
C: 3.588 -3.645 1.220  -0.53
O: 4.349 -4.138 0.121  -0.16
C: 5.327 -4.988 0.463  0.66
O: 5.589 -5.332 1.582  -0.55
O: 5.942 -5.372 -0.650  -0.25
C: 7.021 -6.294 -0.440  -0.67
H: 2.841 -2.979 0.792  -0.11
H: 3.086 -4.447 1.756  0.46
H: 4.221 -3.085 1.909  0.32
H: 6.657 -7.209 0.022  0.30
H: 7.793 -5.843 0.179  0.29
H: 7.424 -6.517 -1.423  0.22
C: 1.039 -4.973 -7.717  -0.62
O: 2.004 -4.673 -6.700  -0.34
C: 1.774 -5.266 -5.535  0.82
O: 0.847 -5.995 -5.284  -0.54
O: 2.733 -4.910 -4.682  -0.32
C: 2.603 -5.488 -3.380  -0.55
H: 1.350 -4.426 -8.601  0.21
H: 1.029 -6.039 -7.932  0.29
H: 0.047 -4.644 -7.413  0.30
H: 2.660 -6.574 -3.431  0.34
H: 1.666 -5.183 -2.917  0.24
H: 3.436 -5.112 -2.791  0.13
C: -1.324 0.121 8.663  -0.37
O: -0.102 -0.366 8.090  -0.39
C: 0.074 -0.033 6.824  0.83
O: -0.683 0.618 6.144  -0.54
O: 1.248 -0.522 6.411  -0.39
C: 1.535 -0.172 5.064  -0.22
H: -1.347 -0.216 9.694  0.30
H: -1.345 1.206 8.645  0.03
H: -2.185 -0.285 8.135  0.30
H: 1.590 0.911 4.970  -0.06
H: 0.773 -0.569 4.392  0.31
H: 2.498 -0.607 4.810  0.25
C: -1.223 -7.815 -4.476  -0.57
O: -2.260 -8.792 -4.665  -0.36
C: -3.375 -8.305 -5.193  0.81
O: -3.560 -7.155 -5.509  -0.56
O: -4.246 -9.303 -5.323  -0.34
C: -5.498 -8.941 -5.908  -0.38
H: -0.379 -8.341 -4.041  0.26
H: -0.931 -7.382 -5.420  0.32
H: -1.560 -7.038 -3.791  0.29
H: -5.354 -8.555 -6.915  0.29
H: -6.010 -8.204 -5.296  0.06
H: -6.089 -9.851 -5.948  0.24
C: -6.210 3.354 11.300  -0.65
O: -4.989 2.871 10.727  -0.33
C: -4.813 3.204 9.453  0.71
O: -5.566 3.850 8.775  -0.53
O: -3.645 2.694 9.048  -0.21
C: -3.335 2.985 7.684  -0.49
H: -6.218 3.010 12.329  0.22
H: -6.239 4.441 11.277  0.30
H: -7.068 2.945 10.771  0.30
H: -3.255 4.059 7.521  0.34
H: -4.088 2.564 7.019  0.31
H: -2.378 2.519 7.471  0.01
C: 0.992 3.469 7.247  -0.59
O: 0.906 4.262 8.424  -0.35
C: 0.927 5.577 8.184  0.75
O: 1.007 6.082 7.093  -0.55
O: 0.844 6.214 9.342  -0.34
C: 0.854 7.643 9.238  -0.63
H: 0.967 2.429 7.561  0.12
H: 0.146 3.664 6.588  0.27
H: 1.929 3.659 6.725  0.47
H: 0.003 7.990 8.657  0.30
H: 1.782 7.987 8.787  0.30
H: 0.780 8.020 10.253  0.23
C: -5.923 -5.363 -3.975  -0.51
O: -6.662 -4.248 -4.483  -0.31
C: -7.850 -4.072 -3.909  0.77
O: -8.320 -4.751 -3.034  -0.54
O: -8.432 -3.012 -4.471  -0.32
C: -9.728 -2.709 -3.948  -0.63
H: -4.987 -5.399 -4.523  0.25
H: -5.720 -5.234 -2.913  0.33
H: -6.469 -6.288 -4.137  0.13
H: -9.671 -2.481 -2.886  0.29
H: -10.412 -3.539 -4.114  0.30
H: -10.078 -1.836 -4.491  0.22

---

Entry 3:
Entry from the OMol25 dataset: 10 unconnected molecules or ions with the total composition C43H84BNO15PS in a non-equilibrium geometry (ωB97M-V with the def2-TZVPD basis set).

The multiplicity is 1. The value obtained for the highest occupied orbital energy is -4.89 eV. The LUMO energy is 1.51 eV. As for the net charge: -1. Its maximum force is 3.68 eV Å⁻¹.

Last column: Mulliken charge in e.
Cartesian coordinates (Å):
C: 2.708 -6.052 6.894  -0.78
C: 2.397 -4.655 6.828  -0.70
C: 1.434 -4.076 5.704  1.15
C: 2.214 -3.660 4.381  -0.94
C: 3.379 -4.703 3.959  -0.08
C: 4.097 -4.123 2.646  0.22
N: 5.062 -2.998 2.713  -0.61
O: 3.908 -4.620 1.503  -0.64
O: 0.406 -5.098 5.620  -0.69
B: -0.906 -4.553 5.156  0.44
C: -0.977 -5.081 3.608  0.87
C: -1.236 -6.667 3.482  -0.36
O: -0.709 -7.519 4.217  -0.54
O: -2.045 -4.703 6.060  -0.97
C: -3.315 -4.669 5.411  -0.82
C: -3.750 -3.257 4.817  1.23
C: -4.969 -3.568 3.784  -1.59
C: -4.335 -2.228 5.887  0.24
C: -5.643 -2.726 6.660  -1.32
C: -3.217 -1.682 6.923  -1.02
O: -0.607 -3.079 5.249  -0.03
C: 0.451 -2.853 6.203  1.14
S: 0.123 -3.223 8.001  -0.33
P: 1.177 -1.095 6.261  -0.16
C: 2.947 -1.213 6.903  -0.79
O: 1.136 -0.557 4.615  -0.39
H: 3.819 -6.311 6.786  0.19
H: 1.906 -6.850 7.023  0.27
H: 2.876 -3.929 7.569  0.04
H: 2.756 -2.655 4.511  0.37
H: 1.556 -3.533 3.464  -0.23
H: 3.003 -5.758 3.805  0.28
H: 4.177 -4.619 4.779  0.35
H: 4.615 -2.145 2.351  0.29
H: 5.847 -3.173 2.065  0.33
H: -1.860 -4.601 3.040  0.07
H: -0.055 -4.874 2.980  -0.55
H: -1.930 -7.009 2.642  0.34
H: -3.471 -5.505 4.633  0.18
H: -4.090 -4.911 6.231  0.25
H: -2.967 -2.723 4.197  -0.11
H: -5.428 -2.585 3.455  0.36
H: -4.461 -4.010 2.853  0.34
H: -5.713 -4.314 4.203  0.31
H: -4.652 -1.295 5.291  0.45
H: -6.472 -1.943 6.729  0.25
H: -5.332 -2.938 7.747  0.32
H: -6.049 -3.729 6.280  0.31
H: -3.684 -0.735 7.380  0.45
H: -2.336 -1.317 6.298  -0.08
H: -2.937 -2.442 7.712  0.31
H: 0.772 -2.309 8.814  0.13
H: 2.905 -1.689 7.945  0.23
H: 3.385 -0.177 7.038  0.37
H: 3.648 -1.869 6.291  0.18
H: 0.416 0.110 4.627  0.24
C: 0.772 -3.889 0.287  -0.31
C: 0.465 -2.498 -0.196  0.90
O: -0.398 -1.821 0.332  -0.45
C: 1.268 -1.976 -1.360  -0.95
H: 0.119 -4.132 1.127  -0.27
H: 0.594 -4.610 -0.515  0.53
H: 1.810 -3.946 0.623  0.09
H: 1.112 -2.611 -2.235  0.33
H: 2.327 -1.947 -1.097  0.39
H: 0.940 -0.962 -1.600  -0.04
C: -0.587 1.900 -2.137  -0.82
C: 0.771 2.550 -2.139  0.99
O: 1.666 2.148 -1.415  -0.62
C: 0.982 3.716 -3.068  -0.84
H: -0.593 1.075 -1.421  -0.06
H: -1.346 2.626 -1.840  0.38
H: -0.811 1.502 -3.130  0.35
H: 0.292 4.523 -2.814  0.41
H: 0.828 3.398 -4.103  0.33
H: 2.005 4.083 -2.963  0.02
C: -2.916 -1.788 -1.208  -0.55
C: -3.687 -1.934 -2.491  0.79
O: -3.288 -1.436 -3.529  -0.55
C: -4.972 -2.718 -2.443  -1.24
H: -2.016 -1.202 -1.392  -0.11
H: -3.526 -1.270 -0.465  0.36
H: -2.622 -2.772 -0.838  0.28
H: -5.672 -2.241 -1.755  0.33
H: -4.770 -3.743 -2.127  0.35
H: -5.420 -2.740 -3.439  0.31
C: 4.338 7.517 -2.308  -1.16
C: 4.391 6.021 -2.150  0.81
O: 3.525 5.305 -2.616  -0.59
C: 5.555 5.446 -1.394  -0.91
H: 3.445 7.789 -2.873  0.29
H: 4.290 7.993 -1.326  0.36
H: 5.218 7.863 -2.853  0.28
H: 5.562 5.830 -0.371  0.41
H: 6.488 5.702 -1.901  0.18
H: 5.462 4.358 -1.359  0.24
C: -3.984 0.057 -5.780  -0.92
C: -3.934 1.276 -6.662  0.91
O: -3.487 2.333 -6.257  -0.55
C: -4.459 1.137 -8.068  -1.23
H: -3.575 0.303 -4.802  0.17
H: -5.019 -0.269 -5.655  0.29
H: -3.385 -0.744 -6.218  0.34
H: -5.514 0.859 -8.045  0.32
H: -3.881 0.384 -8.608  0.42
H: -4.360 2.093 -8.588  0.30
C: 4.265 2.781 -5.341  -0.73
C: 3.734 1.604 -6.115  0.74
O: 3.927 1.495 -7.311  -0.59
C: 2.953 0.568 -5.351  -0.87
H: 4.806 3.445 -6.018  0.32
H: 3.437 3.335 -4.894  0.06
H: 4.952 2.436 -4.565  0.30
H: 2.068 1.025 -4.903  0.08
H: 3.581 0.126 -4.576  0.33
H: 2.632 -0.220 -6.034  0.34
C: -2.590 3.978 1.196  -1.17
C: -2.531 2.480 1.351  0.85
O: -3.394 1.763 0.881  -0.57
C: -1.363 1.907 2.109  -1.02
H: -3.483 4.248 0.630  0.30
H: -2.642 4.451 2.179  0.39
H: -1.710 4.330 0.653  0.27
H: -1.362 2.289 3.133  0.42
H: -0.429 2.167 1.606  0.32
H: -1.451 0.819 2.141  0.22
C: 8.584 3.995 -3.733  -1.04
C: 8.280 5.388 -4.216  0.87
O: 7.422 6.067 -3.686  -0.54
C: 9.079 5.907 -5.382  -1.19
H: 7.934 3.753 -2.890  0.19
H: 8.401 3.275 -4.534  0.33
H: 9.623 3.935 -3.402  0.37
H: 8.918 5.272 -6.255  0.34
H: 10.140 5.932 -5.123  0.33
H: 8.753 6.920 -5.621  0.31
C: -6.736 6.583 -7.503  -1.09
C: -6.683 5.086 -7.345  0.79
O: -7.549 4.371 -7.812  -0.57
C: -5.517 4.511 -6.586  -0.83
H: -7.629 6.856 -8.070  0.30
H: -6.786 7.059 -6.521  0.31
H: -5.856 6.931 -8.047  0.31
H: -5.513 4.895 -5.564  0.39
H: -4.583 4.766 -7.090  0.35
H: -5.609 3.427 -6.551  0.01

---

no.,total energy (Ha)
1,-3351.10955
2,-3749.92999
3,-3636.50255